No. 1
Molecular formula: C17H23NO4
Method: DFT, the ωB97M-V functional and the def2-TZVPD basis

XYZ file:
```
45
Properties=species:S:1:pos:R:3:forces:R:3:nbo_charge:R:1
C -4.7359 -0.4206 2.2253 0.00 0.04 -0.04 -0.6309
C -3.9810 -0.5688 0.9385 -0.01 -0.10 -0.07 -0.0480
C -4.2589 -1.6439 0.1065 0.06 0.07 -0.03 -0.1725
C -3.5956 -1.8107 -1.0969 0.03 -0.01 -0.03 -0.2233
C -2.6208 -0.9069 -1.4592 0.04 0.13 0.01 -0.1651
C -2.3044 0.1644 -0.6218 -0.31 -0.26 -0.01 -0.1963
C -1.1870 1.0146 -1.1001 0.07 0.05 -0.50 0.7917
O -0.9454 1.2101 -2.2688 -0.07 -0.02 0.17 -0.6026
O -0.4113 1.4731 -0.1066 0.04 -0.21 0.34 -0.5081
C 0.6873 2.3121 -0.4457 0.29 0.51 -0.28 -0.1748
C 1.9891 1.8320 0.2038 -0.43 0.12 -0.10 0.6565
O 2.4939 2.4799 1.1015 -0.02 0.31 0.20 -0.6204
N 2.5551 0.7114 -0.2826 0.26 -0.26 -0.03 -0.4275
C 2.0624 -0.1701 -1.3148 -0.06 -0.44 -0.15 -0.2498
C 1.8852 -1.5876 -0.7345 -0.42 0.14 -0.22 0.0961
C 0.7055 -1.6531 0.2395 0.39 -0.03 -0.14 -0.6552
O 3.0976 -2.0379 -0.1619 0.21 -0.07 0.08 -0.5316
C 3.6146 -1.1812 0.8447 0.35 0.26 0.10 0.0892
C 4.9385 -1.7713 1.3087 -0.46 0.09 -0.16 -0.6151
C 3.8010 0.2359 0.2885 0.04 -0.22 0.37 -0.2548
C -3.0028 0.3651 0.5733 0.10 -0.08 -0.21 0.1212
C -2.7596 1.5532 1.4513 0.00 0.09 0.04 -0.6556
H -5.3900 0.4507 2.1902 -0.06 0.06 0.09 0.2197
H -4.0524 -0.2928 3.0626 -0.02 0.03 0.12 0.2199
H -5.3508 -1.2978 2.4087 -0.04 -0.03 0.04 0.2184
H -5.0147 -2.3576 0.4018 -0.08 -0.06 0.05 0.2089
H -3.8353 -2.6425 -1.7414 -0.01 -0.08 -0.06 0.2174
H -2.0804 -1.0124 -2.3880 0.03 0.00 -0.07 0.2301
H 0.7822 2.3760 -1.5358 -0.01 -0.01 0.22 0.2270
H 0.4831 3.3070 -0.0367 0.09 -0.23 -0.06 0.2186
H 2.8124 -0.2118 -2.1152 -0.11 0.00 0.02 0.2015
H 1.1249 0.1767 -1.7389 0.01 0.07 -0.03 0.2306
H 1.7097 -2.2872 -1.5595 -0.03 0.16 0.05 0.1940
H -0.2303 -1.6390 -0.3124 -0.10 0.01 -0.02 0.2203
H 0.7110 -0.8099 0.9265 -0.06 0.04 0.09 0.2126
H 0.7580 -2.5766 0.8112 -0.03 -0.09 0.04 0.2242
H 2.9128 -1.1388 1.6916 0.05 0.03 -0.10 0.1694
H 4.7779 -2.7773 1.6848 0.02 -0.09 0.07 0.2219
H 5.3658 -1.1565 2.0953 0.08 0.05 0.11 0.2131
H 5.6320 -1.8229 0.4739 0.11 0.01 -0.09 0.2113
H 4.5651 0.2190 -0.4973 0.01 -0.02 0.03 0.1932
H 4.0994 0.9269 1.0772 0.02 -0.10 -0.10 0.2526
H -3.6979 1.9262 1.8557 -0.03 0.02 0.06 0.2161
H -2.2745 2.3576 0.9096 -0.02 0.05 0.08 0.2271
H -2.1171 1.2773 2.2874 0.05 0.07 0.11 0.2288
```
Forces are in eV/Å.

Calculated values
**Relative energy (zero: lowest compared OMol25 entry of this formula, charge and spin)**: 1.186 eV
**HOMO level**: -9.066 eV
**Kohn-Sham gap**: 9.615 eV
**SMILES**: Cc1cccc(C(=O)OCC(=O)N2C[C@H](C)O[C@@H](C)C2)c1C
**Energy**: -1017.33932 Eh

=====

No. 2
Molecular formula: C4H9N3O
Method: DFT, the ωB97M-V functional and the def2-TZVPD basis

XYZ file:
```
17
Properties=species:S:1:pos:R:3:forces:R:3:nbo_charge:R:1
C -0.9008 -2.0167 0.7315 0.11 0.35 -0.60 -0.3932
N -0.4322 1.1900 -0.5892 1.29 -1.62 0.31 -0.4192
N -0.2074 -0.8061 1.1349 0.17 -0.06 0.78 -0.6786
C -0.2798 2.0717 0.7896 0.20 1.85 1.42 0.2809
C 0.5423 -0.0940 0.2671 -1.52 0.45 -2.04 0.3805
N 0.1608 1.8268 -1.7022 -0.12 -0.41 0.36 -0.6365
C 1.7058 -0.3505 -0.3009 -0.53 0.10 -0.30 -0.4518
O -1.2341 1.9684 1.4978 0.20 -0.35 -0.60 -0.6495
H -1.4000 0.9262 -0.8109 0.34 -0.43 0.15 0.3888
H -0.5518 -0.3272 1.9564 0.03 0.11 -0.29 0.4220
H 0.5784 1.1338 -2.3213 -0.05 0.13 0.17 0.3504
H 0.8929 2.4278 -1.3260 -0.07 0.09 0.10 0.3687
H -0.1652 -2.7232 0.3381 -0.23 -0.09 0.04 0.1947
H -1.4180 -2.4602 1.5801 0.07 0.09 -0.03 0.2171
H -1.6220 -1.7687 -0.0569 -0.10 -0.37 0.06 0.1809
H 2.1634 -1.3213 -0.1844 0.39 0.17 0.74 0.2293
H 2.1677 0.3230 -1.0037 -0.20 0.00 -0.29 0.2156
```
Forces are in eV/Å.

Calculated values
**Relative energy (zero: lowest compared OMol25 entry of this formula, charge and spin)**: 5.609 eV
**HOMO level**: -7.543 eV
**Kohn-Sham gap**: 8.111 eV
**Energy**: -397.14451 Eh